A single CH4NO2PS molecule in a non-equilibrium geometry. Source: OMol25; level of theory: wB97M-V/def2-TZVPD.

The calculation puts the gap between HOMO and LUMO at 9.56 eV. Its energy relative to the best compared isomer or geometry (same formula, charge and spin) is 462.7 kJ/mol. Its maximum force is 3.35 eV/A. The LUMO energy comes out at -0.025 eV.

Geometry (Å):
O  -1.867  -0.306  -0.234
C  1.615  -0.430  0.130
H  1.904  0.438  0.732
S  0.311  -1.544  0.663
O  -0.821  -1.423  -0.413
P  -3.393  -0.691  -0.187
N  -3.971  0.748  -0.107
H  -5.048  0.759  0.037
H  1.723  -0.281  -0.966
H  2.539  -1.121  0.241